This record from the Open Molecules 2025 dataset describes the ion C8H12O2P with charge -1 at a distorted geometry. The level of theory is wB97M-V/def2-TZVPD.

Computed properties:
* total energy: -803.8238 a.u.
* energy above the lowest of the compared OMol25 structures with the same formula, charge and spin: 2.050 eV
* SMILES string: C=C([O-])OP1CCCC12CC2
* HOMO: -3.364 eV
* charge: -1
* spin multiplicity: 1

Geometry (Å):
C  -3.879  -0.226  -1.190
C  -3.371  -0.378  0.045
O  -3.799  -0.373  1.207
O  -1.766  -0.806  -0.044
P  -0.729  -0.556  1.108
C  0.543  -1.993  0.770
C  1.868  -1.323  0.371
C  1.565  -0.013  -0.424
C  0.466  0.696  0.347
C  0.870  1.947  1.124
C  -0.108  1.972  -0.044
H  -4.802  0.188  -1.175
H  -3.156  0.014  -2.082
H  0.210  -2.445  -0.107
H  0.516  -2.738  1.567
H  2.429  -2.068  -0.241
H  2.626  -1.056  1.222
H  2.562  0.592  -0.589
H  1.236  -0.498  -1.358
H  1.896  2.270  1.094
H  0.448  1.776  2.047
H  -1.213  2.102  0.249
H  0.044  2.562  -0.980

This record from the Open Molecules 2025 dataset describes a structure of composition C10H17N9O4V. The level of theory is wB97M-V/def2-TZVPD.

Computed properties:
* total energy: -2128.7399 a.u.
* energy above the lowest of the compared OMol25 structures with the same formula, charge and spin: 0.881 eV
* HOMO (spin up / spin down): -11.559 / -11.557 eV
* <S²>: 2.0111
* charge: +1
* spin multiplicity: 3

Geometry (Å):
V  -0.111  -0.345  -0.252
C  1.312  0.159  2.496
C  2.288  -0.443  1.519
O  1.855  0.064  0.257
C  2.656  0.673  -0.756
C  1.877  1.907  -1.134
O  0.488  1.505  -1.273
C  -0.401  2.645  -1.132
C  -1.754  2.103  -0.753
O  -1.463  1.139  0.258
C  -2.110  0.979  1.520
C  -0.967  0.895  2.497
O  -0.012  -0.044  1.936
H  1.476  1.233  2.598
H  1.373  -0.313  3.478
H  2.202  -1.530  1.471
H  3.328  -0.183  1.713
H  2.730  -0.044  -1.576
H  3.658  0.886  -0.387
H  2.225  2.340  -2.073
H  1.931  2.659  -0.345
H  -0.429  3.201  -2.070
H  -0.002  3.285  -0.342
H  -2.236  1.567  -1.573
H  -2.441  2.863  -0.382
H  -2.676  0.047  1.471
H  -2.802  1.798  1.715
H  -1.292  0.546  3.479
H  -0.471  1.862  2.600
N  -1.123  -3.450  -1.418
C  -2.070  -2.481  -1.289
N  -3.345  -2.666  -1.546
N  -3.910  -1.467  -1.292
N  -3.061  -0.611  -0.907
N  -1.812  -1.218  -0.879
C  0.212  -3.228  -1.283
N  1.134  -4.131  -1.534
N  2.297  -3.495  -1.275
N  2.114  -2.302  -0.894
N  0.747  -2.056  -0.873
H  -1.416  -4.349  -1.771